{
  "formula": "C32H51N2SeSi2Zr",
  "method": "the ωB97M-V functional and the def2-TZVPD basis",
  "symbols": ["Zr", "C", "Si", "C", "N", "C", "C", "C", "C", "C", "C", "C", "C", "C", "C", "C", "C", "C", "C", "C", "C", "C", "H", "H", "H", "H", "H", "H", "H", "H", "H", "H", "H", "H", "H", "H", "H", "H", "H", "H", "H", "H", "H", "H", "H", "H", "C", "C", "C", "C", "Si", "C", "C", "C", "C", "C", "C", "C", "C", "H", "H", "H", "H", "H", "H", "H", "H", "H", "H", "H", "H", "H", "H", "H", "H", "H", "H", "H", "H", "H", "H", "H", "H", "H", "H", "H", "Se", "C", "N"],
  "xyz": [[12.5158, 9.6720, 10.1479], [14.3506, 9.7147, 9.0996], [15.4751, 10.3050, 10.5187], [14.5226, 10.7522, 12.0971], [13.2992, 9.8503, 12.2946], [12.2021, 10.4450, 13.0649], [12.6681, 10.9119, 14.4575], [13.2282, 9.7502, 15.3281], [14.0429, 8.7088, 14.4894], [13.7098, 8.5562, 12.9515], [16.2669, 11.8425, 9.9542], [17.3988, 11.8534, 9.1142], [17.6277, 12.9189, 8.2413], [16.8445, 14.0598, 8.2104], [15.6501, 14.0671, 8.9681], [15.4156, 12.9809, 9.8598], [16.7834, 8.9883, 10.8305], [17.1971, 8.1352, 9.7871], [18.1879, 7.2210, 9.9835], [18.7974, 7.0445, 11.2689], [18.3638, 7.8308, 12.2909], [17.4981, 8.9230, 12.0546], [14.7257, 8.6585, 8.9237], [14.3850, 10.3762, 8.1886], [14.3002, 11.8254, 12.0613], [15.2134, 10.6362, 12.9478], [11.3872, 9.6512, 13.1419], [11.8565, 11.3693, 12.5517], [11.8325, 11.4218, 14.9530], [13.5100, 11.6885, 14.3794], [12.3092, 9.3526, 15.8560], [13.8498, 10.0750, 16.1411], [13.8098, 7.6697, 14.8672], [15.1354, 8.9594, 14.6034], [12.8883, 7.8463, 12.8880], [14.5503, 8.1695, 12.3448], [18.1277, 10.9738, 9.1758], [18.6146, 12.9694, 7.7728], [17.1244, 14.8933, 7.6275], [14.9688, 14.9159, 9.0046], [14.4897, 13.0906, 10.4403], [16.8067, 8.2288, 8.7963], [18.4469, 6.6323, 9.0973], [19.5590, 6.2608, 11.4541], [18.7397, 7.6840, 13.2869], [17.6130, 9.7907, 12.7402], [8.9693, 7.0830, 10.2571], [8.9339, 8.3326, 9.3335], [8.9772, 9.5505, 10.3941], [7.7070, 8.2740, 8.4750], [10.6303, 8.4299, 8.2738], [11.1174, 6.6643, 7.5976], [12.1758, 6.6154, 6.4668], [11.8273, 5.8155, 8.6886], [9.9190, 5.8847, 7.0614], [10.3572, 9.6461, 6.7266], [9.6532, 10.9454, 7.1647], [9.7079, 9.0383, 5.4843], [11.8050, 10.0317, 6.3275], [8.0446, 6.9581, 10.7606], [9.8321, 7.1751, 10.9163], [9.0475, 6.2320, 9.5380], [8.1957, 10.2996, 10.2463], [9.8324, 10.2135, 10.3252], [8.9982, 9.2039, 11.4281], [6.8999, 7.9482, 9.1333], [7.7398, 7.4629, 7.7016], [7.4317, 9.1983, 7.9225], [12.9775, 7.3290, 6.6384], [11.9090, 6.8879, 5.4582], [12.7010, 5.6568, 6.4796], [12.7990, 6.2795, 8.9052], [11.8706, 4.7732, 8.3965], [11.1891, 5.8227, 9.5671], [10.3877, 5.1365, 6.3864], [9.1135, 6.3773, 6.5093], [9.3367, 5.4119, 7.9036], [8.5636, 10.8021, 7.1421], [9.9876, 11.6911, 6.4430], [9.9270, 11.2893, 8.1751], [8.6762, 8.8240, 5.6852], [10.1298, 8.0994, 5.1576], [9.7698, 9.7422, 4.6329], [12.2239, 10.6354, 7.0611], [11.7786, 10.6151, 5.4126], [12.5229, 9.2436, 6.1259], [10.4658, 14.2677, 10.5083], [11.3033, 12.7533, 10.2317], [11.7718, 11.6027, 10.1428]],
  "forces_ev_per_angstrom": [[-1.13, 1.18, -0.97], [0.30, -0.62, -0.19], [1.45, -0.11, -0.24], [-0.24, -0.67, 0.33], [0.50, -0.53, -0.14], [-0.54, 0.81, 1.04], [1.60, 0.52, 0.45], [-1.97, -0.52, -0.72], [0.25, -0.75, -0.21], [0.27, 0.86, 0.58], [-0.49, 1.81, -1.20], [0.26, -1.14, 0.31], [1.65, 0.14, 0.82], [-1.80, -1.12, 1.03], [1.04, -1.00, 0.99], [0.00, 0.86, -0.96], [0.47, 0.54, 0.67], [-0.36, 0.36, 1.03], [1.25, -0.96, 0.44], [-0.51, -1.21, -1.70], [-0.16, 1.34, 0.34], [0.16, -0.15, -0.67], [-0.58, 0.95, -0.28], [0.20, -0.73, 0.89], [-0.56, -0.38, 0.04], [-0.24, -0.06, -0.16], [0.74, 1.10, -0.08], [-0.10, -0.91, 0.13], [0.23, -0.18, -0.06], [-1.33, -0.86, -0.33], [1.08, -0.34, -0.75], [0.35, 0.47, 0.20], [0.81, 1.13, -0.03], [-1.05, -0.55, -0.08], [-0.31, 0.03, -0.31], [-0.15, -0.01, 0.66], [-1.08, 1.38, -0.29], [-0.46, -0.21, -0.28], [0.21, 0.73, -0.65], [0.23, -0.15, -0.21], [0.37, -0.37, -0.11], [-0.48, 0.03, -0.39], [0.36, 0.01, 0.60], [-0.66, 0.57, -0.29], [0.39, 0.14, 0.22], [-1.01, -0.81, -0.13], [0.85, -0.15, -2.77], [2.09, 0.89, 1.48], [-0.38, -0.13, -1.10], [-0.93, -0.42, -0.95], [-0.73, -0.26, -0.01], [0.69, 0.01, -0.57], [0.95, 1.09, 0.30], [-1.30, 1.02, 0.31], [-0.74, -1.25, 0.66], [1.51, -0.64, 0.81], [-0.03, -0.58, -0.13], [-0.20, 0.37, 0.13], [-0.81, -0.62, -1.17], [-0.82, 0.08, 0.91], [-0.09, -0.50, 0.19], [0.20, 0.21, 1.17], [-0.45, -0.36, 0.16], [0.64, -0.04, -0.35], [-0.46, -0.13, 0.00], [-0.52, 0.40, -0.12], [0.28, 0.64, 0.63], [0.20, -0.49, 0.62], [0.34, 0.18, 0.47], [-0.76, -0.26, -0.34], [-0.40, -0.19, -0.25], [-0.04, -0.48, 0.05], [0.51, -0.19, -0.27], [0.23, 0.00, 0.51], [-0.85, -0.10, 0.48], [0.61, 0.48, -0.21], [0.80, -0.06, -0.92], [0.31, 0.34, -0.10], [-0.47, 0.41, 0.04], [0.03, -0.15, -0.35], [-0.77, 0.00, -0.06], [0.44, -0.17, 0.01], [-0.08, -0.16, 0.36], [0.91, 1.35, 1.51], [-0.09, 0.33, -0.27], [-0.24, -0.45, 0.10], [0.96, -1.33, -0.38], [0.38, -2.60, 0.19], [-0.74, 3.23, -0.12]],
  "mulliken_charge": [-0.439, -0.770, 0.498, -0.862, 0.572, -0.563, -0.632, -0.867, -0.464, -0.937, 0.829, -0.495, -0.634, -0.497, -0.882, -0.291, 0.544, -0.512, -0.576, -0.480, -0.720, -0.108, 0.111, 0.518, 0.662, 0.527, 0.401, 0.108, 0.526, 0.173, 0.300, 0.390, 0.398, 0.233, 0.559, 0.251, 0.239, 0.324, 0.461, 0.424, 0.035, 0.392, 0.377, 0.373, 0.445, 0.389, -1.910, 2.415, -1.479, -1.456, -0.319, 2.738, -1.965, -1.964, -1.655, 2.465, -1.558, -1.700, -2.129, 0.602, 0.278, 0.299, 0.290, 0.233, 0.349, 0.538, 0.172, 0.220, 0.269, 0.355, 0.550, 0.255, 0.577, 0.421, 0.528, 0.204, 0.354, 0.266, 0.538, 0.036, 0.381, 0.242, 0.473, 0.521, 0.534, 0.272, 0.038, 0.486, -1.093],
  "e_homo_ev": -10.6,
  "energy_ev": -119365.4726,
  "lumo_energy_ev": -4.0,
  "charge": 1,
  "largest_force_ha_per_bohr": 0.0645
}